1.
Formula: C26H31GeN2O3W
Source: OMol25
Level of theory: wB97M-V/def2-TZVPD

Geometry as XYZ:
```
64
Properties=species:S:1:pos:R:3:forces:R:3
W 0.1277 0.9497 -0.1924 -0.6 0.4 0.0
C -4.2495 0.6756 2.8602 0.0 0.0 0.0
N -3.5272 1.2023 1.6797 0.0 0.0 0.0
C -4.3560 2.0350 0.7790 0.0 0.0 0.0
C -2.2900 0.9526 1.4559 -0.1 0.0 0.0
O -1.6783 1.4529 0.3950 0.2 -0.1 0.0
C -1.4458 0.1016 2.3819 0.0 0.0 0.0
O -0.1102 0.0798 1.8261 0.0 0.0 -0.1
C 1.0151 0.2217 2.7287 0.0 -0.1 0.0
C 1.8817 1.3122 2.1450 0.1 0.0 0.0
O 1.5310 1.7350 0.9503 0.0 -0.1 -0.1
N 2.8875 1.8074 2.7677 0.0 0.0 0.0
C 3.7283 2.8886 2.2075 0.0 0.0 0.0
C 3.2419 1.3537 4.1344 0.0 0.0 0.0
H -4.9068 1.4618 3.2253 0.0 0.0 0.0
H -3.5681 0.3893 3.6557 0.0 0.0 0.0
H -4.8506 -0.1796 2.5521 0.0 0.0 0.0
H -4.5481 2.9850 1.2767 0.0 0.0 0.0
H -5.2989 1.5146 0.6230 0.0 0.0 0.0
H -3.8523 2.1977 -0.1656 0.0 0.0 0.0
H -1.8274 -0.9196 2.4445 0.0 0.0 0.0
H -1.4168 0.5379 3.3814 0.0 0.0 0.0
H 1.5531 -0.7286 2.7633 0.0 0.0 0.0
H 0.6640 0.4745 3.7295 0.0 0.0 0.0
H 3.3553 3.1989 1.2390 0.0 0.0 0.0
H 4.7486 2.5168 2.1291 0.0 0.0 0.0
H 3.7052 3.7238 2.9064 0.0 0.0 0.0
H 3.1809 0.2697 4.2099 0.0 0.0 0.0
H 2.5879 1.8335 4.8627 0.0 0.0 0.0
H 4.2659 1.6570 4.3318 0.0 0.0 0.0
C 4.0336 -2.3659 0.5807 0.0 0.0 0.0
C 3.1889 -3.4467 0.3543 0.0 0.0 0.0
C 1.9530 -3.2651 -0.2592 0.0 0.1 0.0
C 1.5763 -1.9854 -0.6696 -0.1 0.0 0.1
C 2.4394 -0.8993 -0.4402 0.3 0.0 0.0
C 3.6647 -1.0806 0.1828 0.0 -0.1 -0.1
Ge -0.1683 -1.4307 -1.1735 0.0 0.0 0.0
C -1.5582 -2.3089 -2.0302 0.0 -0.1 0.0
C -1.3528 -3.6462 -2.4349 0.1 0.2 0.1
C -2.3515 -4.3031 -3.1209 -0.1 0.0 0.0
C -3.5412 -3.6383 -3.4066 -0.1 0.0 0.0
C -3.7489 -2.3129 -3.0139 0.0 -0.1 -0.1
C -2.7642 -1.6439 -2.3231 0.0 0.0 0.0
C 0.3022 0.9152 -2.1925 0.2 0.2 0.0
C 1.1534 0.5790 -3.2503 -0.1 -0.1 0.0
C 1.3791 1.4986 -4.2578 0.0 0.0 0.0
C 0.7952 2.7678 -4.2062 0.0 0.0 0.0
C -0.0518 3.1164 -3.1713 0.0 0.1 0.1
C -0.3350 2.2014 -2.1465 0.0 -0.2 0.0
H 4.9991 -2.5294 1.0424 0.0 0.0 0.0
H 3.4951 -4.4421 0.6497 0.0 0.0 0.0
H 1.3028 -4.1174 -0.4084 0.0 0.0 0.0
H 2.2674 0.0724 -0.9235 0.0 0.0 0.1
H 4.3575 -0.2558 0.2953 0.0 0.0 0.0
H -0.4176 -4.1512 -2.2254 0.0 0.0 0.0
H -2.2098 -5.3256 -3.4432 0.0 0.0 0.0
H -4.3217 -4.1543 -3.9515 0.0 0.0 0.0
H -4.6794 -1.8220 -3.2640 0.0 0.0 0.0
H -2.9168 -0.6102 -2.0308 0.0 0.0 0.0
H 1.6976 -0.3594 -3.2537 0.0 0.0 0.0
H 2.0503 1.2442 -5.0687 0.0 0.0 0.0
H 0.9924 3.4832 -4.9951 0.0 0.0 0.0
H -0.5722 4.0655 -3.1893 0.0 0.0 0.0
H -1.2068 2.4502 -1.5390 0.0 0.0 0.0
```
Positions in Å, forces in eV/Å.

Values from the calculation:
Highest occupied orbital energy (spin up / spin down) in eV: -19.891 / -19.892
ΔE to the lowest compared entry with this formula, charge and spin in kcal per mole: 0.0
Multiplicity: 2
Total energy in a.u.: -3487.01410
Net charge: +4



2.
Formula: C14H10ClF9OTb
Source: OMol25
Level of theory: wB97M-V/def2-TZVPD

Geometry as XYZ:
```
36
Properties=species:S:1:pos:R:3:forces:R:3
C -2.7593 -1.0521 -1.2525 -0.9 1.4 -1.2
C -2.1256 -1.2225 -2.5291 -1.0 0.2 -0.4
C -1.4931 -0.0014 -2.9106 -1.4 -0.3 0.5
H -2.1293 -2.1465 -3.1173 0.2 0.4 0.4
C -1.7629 0.9507 -1.8873 -0.9 0.0 0.1
C -2.5220 0.3187 -0.8509 -1.4 0.0 -1.4
H -2.9312 0.7890 0.0398 0.3 -0.1 -0.2
H -3.3253 -1.7931 -0.7019 0.1 0.0 0.0
H -0.9740 0.1830 -3.8438 0.1 -0.1 0.4
H -1.5030 2.0151 -1.9143 0.2 -0.7 0.2
Tb -0.4867 -0.9200 -0.7061 5.8 0.5 0.0
Cl 0.0668 -3.2944 -0.9127 0.0 -1.3 0.0
C 2.8461 0.1953 -0.9132 -0.5 0.2 -0.7
C 2.2605 1.4007 -1.4204 -0.3 -1.1 -0.6
C 1.6916 1.1160 -2.7060 0.5 -0.9 1.0
H 2.2325 2.3539 -0.9136 0.0 0.0 0.0
C 1.9351 -0.2689 -2.9913 -0.2 0.5 0.9
C 2.6587 -0.8285 -1.8885 -0.6 0.6 0.2
H 2.9728 -1.8650 -1.7995 0.0 0.2 0.0
H 3.3468 0.0876 0.0488 -0.1 0.0 -0.3
H 1.1481 1.8103 -3.3316 0.0 0.1 0.0
H 1.6024 -0.8048 -3.8730 0.1 0.0 0.0
F 1.3676 -1.7572 2.6626 -0.1 1.0 0.6
C 1.2595 -0.4621 3.0712 0.4 -0.6 -0.4
F 1.2783 -0.4384 4.4287 0.2 -0.1 -0.8
F 2.3554 0.1766 2.6063 -0.8 -0.4 0.6
C -0.0532 0.1593 2.4757 0.1 0.2 -1.3
O -0.0382 0.0052 1.1105 -0.1 0.2 2.4
C -1.3210 -0.5462 3.0562 -0.1 -0.7 -0.3
F -1.3981 -0.4938 4.4042 -0.3 0.0 -0.8
F -2.4524 -0.0169 2.5209 0.7 -0.4 0.7
F -1.3051 -1.8624 2.6809 -0.1 1.1 0.5
C -0.1008 1.6861 2.7799 0.3 0.8 -0.2
F -0.0976 1.9523 4.1215 -0.1 -0.1 -1.0
F 0.9605 2.3211 2.2286 -0.8 -0.5 0.6
F -1.2037 2.2534 2.2280 0.6 -0.4 0.6
```
Positions in Å, forces in eV/Å.

Values from the calculation:
Highest occupied orbital energy (spin up / spin down) in eV: -3.705 / -3.727
Multiplicity: 7
Total energy in a.u.: -2798.35645
Net charge: -1



3.
Formula: C4H4S2
Source: OMol25
Level of theory: wB97M-V/def2-TZVPD

Geometry as XYZ:
```
10
Properties=species:S:1:pos:R:3:forces:R:3
C -1.8539 -0.0961 0.2719 -0.2 0.6 0.9
C 0.7244 -0.9574 0.0255 -0.1 -0.1 -0.6
C 1.1332 0.4398 -0.2053 0.0 0.4 -0.4
C 1.4864 1.5720 -0.4410 -0.5 -2.1 0.5
H -1.4057 0.1476 1.2673 -0.4 0.1 -0.8
H 0.8197 -1.2186 1.0701 0.1 -0.1 0.3
H 1.3614 -1.6445 -0.5746 -0.4 0.4 0.4
H 1.9397 2.4970 -0.5908 0.2 1.0 -0.2
S -3.1836 0.6233 -0.3089 0.3 -0.3 0.3
S -1.0216 -1.3631 -0.5142 1.0 0.0 -0.5
```
Positions in Å, forces in eV/Å.

Values from the calculation:
SMILES: C#CCSC=S
Highest occupied orbital energy in eV: -8.826
ΔE to the lowest compared entry with this formula, charge and spin in kcal per mole: 52.2
Total energy in a.u.: -951.08934
Net charge: 0



4.
Formula: C5H7FS
Source: OMol25
Level of theory: wB97M-V/def2-TZVPD

Geometry as XYZ:
```
14
Properties=species:S:1:pos:R:3:forces:R:3
C -0.6963 -0.3823 -0.0358 -0.4 1.1 0.3
C 0.3515 -1.4681 -0.0001 -0.9 -1.7 -0.7
C 0.8046 0.9200 0.0016 0.5 0.4 0.0
C -0.2692 0.6102 1.0585 0.5 -0.4 0.7
C -0.2421 0.6634 -1.0853 0.6 -1.1 0.7
H 0.3047 -2.0764 0.8924 -0.2 0.0 0.3
H 0.2057 -2.1551 -0.8492 0.3 0.3 0.1
H 1.3824 1.8121 0.0026 0.3 0.8 0.1
H -0.9824 1.4199 1.1965 0.0 0.0 -0.1
H 0.0707 0.2020 2.0393 -0.3 0.3 -0.7
H 0.1052 0.2899 -2.0464 -0.2 0.3 -0.1
H -0.9090 1.4926 -1.0784 -0.7 0.5 -0.5
F -1.9964 -0.7853 -0.0573 -0.2 -0.6 0.0
S 1.8707 -0.5429 -0.0382 0.7 0.2 0.0
```
Positions in Å, forces in eV/Å.

Values from the calculation:
Highest occupied orbital energy in eV: -8.675
ΔE to the lowest compared entry with this formula, charge and spin in kcal per mole: 7.9
Total energy in a.u.: -692.73571
Net charge: 0



5.
Formula: C10H22BINO2Pb
Source: OMol25
Level of theory: wB97M-V/def2-TZVPD

Geometry as XYZ:
```
38
Properties=species:S:1:pos:R:3:forces:R:3
C 3.3296 -2.0645 0.5338 0.1 0.0 0.0
C 3.0878 -0.7803 -0.2633 -0.2 0.0 0.0
C 3.0553 0.5056 0.5762 0.2 0.0 0.0
C 2.1553 1.6160 0.0101 0.1 0.2 0.1
C 0.8628 1.8904 0.7965 0.1 -0.3 -0.1
B -0.4809 1.0265 0.4091 0.0 1.0 0.0
I -0.2213 -1.0593 1.2672 0.0 -0.5 0.2
C -1.6798 1.6776 1.3585 0.0 -0.5 -0.2
C -3.0815 1.0755 1.1787 0.1 0.1 0.2
N -3.2563 -0.1224 2.0031 -0.3 -0.2 -0.4
C -0.8161 1.0371 -1.1879 -0.1 -0.2 -0.1
C -0.8670 -0.2775 -1.9088 0.4 0.1 0.1
O -2.0757 -0.9988 -1.4080 -0.5 -0.3 -0.4
C -2.2594 -2.2097 -1.7179 0.4 0.5 0.6
O -1.4132 -2.9021 -2.3383 -0.4 -0.4 -0.4
H 2.9280 -1.9789 1.5461 0.0 0.0 0.0
H 2.8413 -2.9214 0.0650 0.1 0.0 0.0
H 4.3910 -2.3012 0.6191 0.0 0.1 0.1
H 3.8568 -0.6823 -1.0339 -0.1 0.0 -0.1
H 2.1313 -0.8674 -0.7927 0.0 0.0 0.0
H 4.0738 0.8970 0.6412 0.0 -0.1 0.1
H 2.7630 0.2639 1.6038 -0.1 0.0 -0.1
H 2.7206 2.5526 -0.0089 0.0 0.0 0.0
H 1.9445 1.3895 -1.0416 0.0 0.1 0.0
H 0.5745 2.9376 0.6497 0.0 0.0 -0.1
H 1.0701 1.7821 1.8655 0.0 0.1 0.0
H -1.4028 1.5369 2.4050 -0.1 0.3 0.0
H -1.6916 2.7487 1.1334 0.0 0.0 0.0
H -3.8090 1.8269 1.5003 0.0 -0.1 0.1
H -3.2989 0.8641 0.1270 0.1 0.1 0.0
H -4.1453 -0.1255 2.4879 0.1 0.1 0.2
H -3.2367 -0.9655 1.4467 0.1 0.0 0.0
H -0.0606 1.6187 -1.7280 0.0 0.0 0.1
H -1.7630 1.5608 -1.3655 0.0 0.0 0.0
H -0.9826 -0.2228 -2.9924 -0.2 0.1 0.0
H -0.0099 -0.9094 -1.6765 -0.1 0.0 0.0
H -3.2084 -2.6194 -1.3565 0.0 0.0 -0.1
Pb -2.0260 -4.7991 -3.4036 0.3 0.1 0.2
```
Positions in Å, forces in eV/Å.

Values from the calculation:
Highest occupied orbital energy in eV: -9.641
ΔE to the lowest compared entry with this formula, charge and spin in kcal per mole: 0.0
Total energy in a.u.: -1114.46465
Net charge: +1



6.
Formula: C4H12N2O
Source: OMol25
Level of theory: wB97M-V/def2-TZVPD

Geometry as XYZ:
```
19
Properties=species:S:1:pos:R:3:forces:R:3
N -0.4326 1.2958 0.2993 -2.4 -0.1 5.4
C 0.0881 -0.0032 0.2446 4.3 -0.9 -1.8
C -0.2359 -0.7827 -1.0470 -2.4 -0.4 0.7
C -1.7715 -1.1076 -1.0141 0.4 -3.1 0.6
O -2.6767 -0.1155 -0.7375 -1.8 -0.7 -1.0
C 1.6569 0.2359 0.4039 -0.4 1.1 -2.9
N 1.7915 0.7883 1.7372 2.0 1.8 -1.6
H -0.4677 1.9940 -0.3410 0.5 1.6 -2.9
H -0.2559 1.7363 1.2479 -0.3 -0.9 -1.8
H -2.1338 0.5985 -0.5662 1.2 3.1 1.1
H -0.1135 -0.6204 1.1114 -1.0 0.0 0.2
H -0.0417 -0.2504 -1.9625 0.4 0.7 -0.2
H 0.2200 -1.7817 -1.1808 0.2 0.6 0.6
H -1.9788 -1.8770 -0.2199 0.8 0.2 -0.4
H -2.0673 -1.6352 -1.9201 0.1 0.1 -0.5
H 2.3211 -0.6299 0.1463 -0.6 0.4 0.4
H 1.8114 1.0609 -0.4421 0.3 -1.6 1.9
H 2.7748 1.0300 1.9370 -0.8 -0.2 0.0
H 1.5116 0.0638 2.3037 -0.4 -1.8 2.2
```
Positions in Å, forces in eV/Å.

Values from the calculation:
SMILES: NC[C@@H](N)CCO
Highest occupied orbital energy in eV: -8.748
ΔE to the lowest compared entry with this formula, charge and spin in kcal per mole: 58.5
Total energy in a.u.: -344.29179
Net charge: 0



Look up the net charge of the third one. 0